{
  "formula": "C54H144N12O15",
  "method": "the ωB97M-V functional and the def2-TZVPD basis",
  "symbols": ["C", "O", "C", "C", "C", "N", "H", "H", "H", "H", "H", "H", "H", "H", "H", "H", "H", "C", "O", "C", "C", "C", "N", "H", "H", "H", "H", "H", "H", "H", "H", "H", "H", "H", "C", "O", "C", "C", "C", "N", "H", "H", "H", "H", "H", "H", "H", "H", "H", "H", "H", "C", "O", "C", "C", "C", "N", "H", "H", "H", "H", "H", "H", "H", "H", "H", "H", "H", "C", "O", "C", "C", "C", "N", "H", "H", "H", "H", "H", "H", "H", "H", "H", "H", "H", "C", "O", "C", "C", "C", "N", "H", "H", "H", "H", "H", "H", "H", "H", "H", "H", "H", "C", "O", "C", "C", "C", "N", "H", "H", "H", "H", "H", "H", "H", "H", "H", "H", "H", "C", "O", "C", "C", "C", "N", "H", "H", "H", "H", "H", "H", "H", "H", "H", "H", "H", "C", "O", "C", "C", "C", "N", "H", "H", "H", "H", "H", "H", "H", "H", "H", "H", "H", "C", "O", "C", "C", "N", "C", "C", "O", "C", "H", "H", "H", "H", "H", "H", "H", "H", "H", "H", "H", "H", "H", "H", "H", "C", "O", "C", "C", "N", "C", "C", "O", "C", "H", "H", "H", "H", "H", "H", "H", "H", "H", "H", "H", "H", "H", "H", "H", "C", "O", "C", "C", "N", "C", "C", "O", "C", "H", "H", "H", "H", "H", "H", "H", "H", "H", "H", "H", "H", "H", "H", "H"],
  "xyz": [[-0.98774, -1.51925, 4.07874], [-1.95986, -0.69602, 4.67518], [-2.04278, -0.79839, 6.09834], [-3.46623, -0.74746, 6.47220], [-4.17557, 0.41394, 5.76005], [-3.52811, -0.70311, 7.94003], [-1.14157, -2.56382, 4.18342], [0.06535, -1.30667, 4.28506], [-1.11243, -1.47030, 2.98214], [-1.53844, -1.70873, 6.40844], [-1.43895, -0.02697, 6.56021], [-4.04683, -1.63727, 6.18014], [-5.25944, 0.47096, 6.00114], [-4.14592, 0.20003, 4.62970], [-3.58564, 1.30707, 5.92474], [-3.17213, 0.08271, 8.40576], [-4.37744, -1.05598, 8.31466], [-3.75981, 5.53288, 0.36463], [-5.07458, 4.95626, 0.41777], [-5.09319, 3.85542, 1.26820], [-6.48623, 3.45184, 1.65492], [-7.33539, 3.19561, 0.33003], [-7.21133, 4.45199, 2.50018], [-3.68391, 6.19423, 1.28625], [-3.61653, 6.04738, -0.59291], [-3.01395, 4.76172, 0.50385], [-4.55524, 3.09102, 0.76172], [-4.58728, 3.96984, 2.22105], [-6.42665, 2.53698, 2.35623], [-8.28720, 2.68073, 0.57932], [-6.87500, 2.62481, -0.41378], [-7.70648, 4.13461, -0.14584], [-8.16203, 4.49716, 2.21456], [-6.77720, 5.42298, 2.33548], [5.79105, 3.41414, -3.45867], [5.78268, 2.05659, -3.93191], [4.78095, 1.34556, -3.17498], [4.62554, -0.09204, -3.79199], [3.58955, -0.83927, -3.04430], [5.90047, -0.75299, -3.80172], [4.75285, 3.80243, -3.51747], [6.45123, 3.93811, -4.17516], [6.09858, 3.43381, -2.40609], [4.94117, 1.43245, -2.14934], [3.87702, 1.83062, -3.36508], [4.20177, 0.12445, -4.81394], [3.71060, -0.91282, -1.95261], [3.54032, -1.87776, -3.44991], [2.63271, -0.30191, -3.08766], [6.43068, -0.68542, -4.61729], [6.50729, -0.39684, -3.08147], [-0.06026, 0.16306, -5.59029], [-0.32002, 1.56776, -5.80660], [0.81847, 2.14587, -6.34780], [2.03237, 2.38125, -5.38608], [1.65636, 3.31184, -4.25126], [3.19004, 2.94057, -6.18181], [0.10577, -0.36470, -6.53327], [-1.00592, -0.19346, -5.22947], [0.88337, 0.07088, -5.01025], [1.19561, 1.39492, -7.11555], [0.60042, 3.15449, -6.78761], [2.30328, 1.38577, -5.09470], [2.29701, 3.24915, -3.36906], [0.59769, 3.11342, -3.91472], [1.68341, 4.37146, -4.59794], [4.03255, 2.96260, -5.63250], [2.99541, 3.82748, -6.59066], [-2.28707, 5.01690, -3.88320], [-2.73199, 3.92428, -3.04725], [-2.83890, 2.64639, -3.64945], [-3.64964, 1.77265, -2.65593], [-3.58056, 0.32259, -2.97508], [-5.02578, 2.19610, -2.46717], [-3.22558, 5.49934, -4.27139], [-1.69827, 4.77040, -4.76174], [-1.77214, 5.78067, -3.34339], [-3.46700, 2.75914, -4.59196], [-1.82274, 2.24267, -3.85234], [-3.08499, 1.92813, -1.66807], [-4.51765, 0.03842, -3.45031], [-3.58526, -0.23821, -2.05142], [-2.69385, 0.09085, -3.58093], [-5.09975, 3.08775, -2.04140], [-5.58147, 2.21380, -3.29659], [-6.54735, -3.59488, -0.17428], [-6.13857, -2.73272, 0.83455], [-5.20520, -1.75891, 0.38904], [-4.69407, -0.97609, 1.63117], [-3.76763, 0.12752, 1.34662], [-3.90476, -1.88931, 2.50710], [-7.11412, -3.03835, -0.91253], [-7.14321, -4.39042, 0.22585], [-5.76475, -4.07229, -0.75629], [-4.37608, -2.16887, -0.20107], [-5.83517, -1.00442, -0.18444], [-5.56950, -0.61578, 2.24969], [-2.75890, -0.27326, 1.14643], [-3.73063, 0.97424, 2.08318], [-4.18229, 0.63837, 0.45243], [-3.36490, -1.29813, 3.12659], [-4.47225, -2.50948, 3.08233], [5.03652, -4.88724, -0.20689], [4.52874, -3.56347, -0.00440], [5.58928, -2.62123, -0.01379], [4.98745, -1.34111, 0.57022], [5.96602, -0.14973, 0.51209], [4.58777, -1.48474, 2.03640], [5.77553, -5.18116, 0.57074], [5.61945, -4.98101, -1.11301], [4.13728, -5.50525, -0.19971], [6.41812, -2.92029, 0.63711], [5.97279, -2.57902, -0.98978], [4.08567, -1.10147, -0.00635], [6.58187, -0.25832, 1.33776], [5.28596, 0.69613, 0.58729], [6.65231, -0.13441, -0.40077], [4.11215, -2.37857, 2.12171], [5.42194, -1.55889, 2.52522], [1.14981, -1.88568, 1.32786], [0.56090, -0.71394, 0.82146], [1.55558, -0.01780, 0.14349], [1.07870, 1.36610, -0.09305], [-0.08520, 1.54904, -1.02067], [2.20250, 2.01839, -0.64272], [1.71022, -1.58217, 2.22436], [1.78057, -2.45970, 0.64485], [0.39373, -2.64593, 1.73948], [2.46133, 0.05375, 0.82729], [1.85121, -0.53142, -0.76233], [0.66906, 1.82123, 0.84019], [-1.04418, 1.05628, -0.78175], [0.14741, 1.20159, -2.01802], [-0.25145, 2.61916, -1.00516], [1.88117, 2.89788, -0.99756], [2.92016, 2.26047, 0.00198], [0.11874, 8.23185, -2.58234], [0.01387, 7.25314, -1.56255], [1.05380, 7.25197, -0.65497], [0.75826, 6.45019, 0.58525], [1.84468, 6.66658, 1.55887], [0.41963, 5.03399, 0.18012], [-0.91082, 8.31533, -3.11530], [0.82225, 7.94473, -3.33943], [0.49426, 9.16255, -2.11299], [2.05703, 6.95894, -1.09563], [1.24226, 8.25774, -0.33248], [-0.14239, 6.94548, 0.98933], [1.91261, 7.74547, 1.77297], [2.82060, 6.35897, 1.11189], [1.73719, 6.19071, 2.51625], [0.33877, 4.46473, 1.03862], [-0.54730, 4.96965, -0.19257], [-5.25616, -6.07829, 1.76905], [-4.49231, -6.59416, 0.68713], [-3.08037, -6.59130, 1.02878], [-2.38065, -5.24834, 0.73196], [-0.86888, -5.49068, 0.61223], [-0.17877, -5.31376, 1.91671], [1.28901, -5.64894, 1.77485], [1.93357, -5.73064, 3.08120], [3.27234, -6.19744, 2.94101], [-6.31364, -6.31242, 1.58253], [-5.20132, -4.94600, 1.91089], [-4.92622, -6.67678, 2.65592], [-2.56013, -7.27795, 0.39079], [-2.88581, -6.76076, 2.09377], [-2.71531, -4.39454, 1.39811], [-2.78426, -4.93575, -0.27932], [-0.51498, -4.78328, 0.01242], [-0.60870, -5.99042, 2.68318], [-0.40468, -4.35175, 2.28818], [1.90250, -5.02245, 1.13217], [1.35672, -6.65816, 1.35663], [3.66316, -5.95822, 3.93138], [3.77803, -5.71593, 2.06466], [3.28416, -7.24647, 2.74979], [-0.68977, -10.15866, -2.73596], [-0.10705, -8.95349, -3.20457], [0.62670, -8.14132, -2.28622], [0.45520, -6.73942, -2.73750], [1.26451, -5.85681, -1.83212], [1.66279, -4.57148, -2.31411], [0.59850, -3.55337, -2.58092], [-0.10777, -3.26695, -1.44822], [-1.11039, -2.24140, -1.63457], [-0.87202, -10.72112, -3.65055], [-1.68560, -9.99150, -2.30561], [-0.09207, -10.67598, -2.02468], [1.67557, -8.55082, -2.26862], [0.15429, -8.21731, -1.31665], [-0.59003, -6.42307, -2.75840], [0.87232, -6.69831, -3.73994], [0.72498, -5.70083, -0.94927], [2.25060, -4.74197, -3.23522], [2.39258, -4.17081, -1.66879], [-0.05795, -3.97857, -3.42639], [1.08703, -2.66670, -2.99437], [-1.69298, -2.34963, -2.55982], [-0.71997, -1.15021, -1.70797], [-1.87619, -2.40467, -0.85275], [4.88361, 5.65799, 4.74112], [4.58404, 4.76220, 3.63011], [5.44150, 3.65370, 3.58703], [4.90064, 2.75883, 2.52778], [3.53386, 2.38868, 2.57921], [3.10903, 1.73977, 3.76890], [1.62405, 1.28671, 3.63291], [0.84016, 2.39441, 3.26832], [-0.48961, 2.01699, 3.01442], [4.25380, 6.56690, 4.57030], [5.93313, 5.95338, 4.78232], [4.58396, 5.22045, 5.74371], [5.41587, 3.07816, 4.53652], [6.50382, 3.90413, 3.39087], [5.53898, 1.89466, 2.36569], [5.07050, 3.38521, 1.59284], [2.99848, 3.26235, 2.52629], [3.19861, 2.37119, 4.69361], [3.78688, 0.84808, 3.95423], [1.39237, 0.98837, 4.66858], [1.40990, 0.50857, 2.87767], [-1.13939, 2.03335, 3.86733], [-0.56167, 0.99818, 2.54183], [-0.87910, 2.80038, 2.33786]],
  "forces_ev_per_angstrom": [[0.241, 0.421, -1.799], [0.564, -0.163, -0.038], [1.246, -0.841, -1.283], [-1.951, 0.521, 1.193], [-0.257, -0.931, -1.864], [0.148, -1.537, -1.147], [-0.394, -1.238, 1.067], [-0.138, 0.378, 0.394], [0.064, 0.698, 0.329], [-0.285, -0.470, 0.184], [-0.105, 0.747, 0.183], [0.686, -0.125, 0.026], [0.869, 0.274, 0.272], [0.011, 0.433, 1.575], [-0.389, 0.580, 0.129], [0.275, 1.234, 0.395], [-0.524, 0.077, 0.335], [-0.918, 0.539, 1.412], [0.423, 1.006, -0.354], [-0.325, -0.096, 0.986], [-2.070, -0.845, -0.588], [-1.668, 0.895, 1.969], [2.697, 1.717, -0.280], [0.230, -0.268, -1.281], [-0.107, -0.010, 0.441], [0.362, -0.340, -0.285], [0.219, -1.356, -0.379], [0.607, 0.817, 0.342], [0.078, 0.908, -1.597], [0.523, 0.036, 0.097], [1.088, -0.994, -1.016], [0.766, -0.322, 0.517], [-0.754, 0.143, -0.271], [-1.072, -1.940, 0.204], [-0.278, -0.760, -1.006], [-0.431, 0.204, 0.951], [0.648, -1.093, -3.239], [0.440, 2.656, 0.094], [-1.194, -1.171, 0.722], [-0.174, -1.125, 1.139], [0.504, 0.172, 0.005], [-0.252, 0.086, 0.823], [0.277, 0.303, -0.210], [0.680, -0.405, 2.034], [-1.794, 0.909, -0.093], [0.877, -0.536, 0.621], [0.671, -0.046, -0.371], [-0.324, 0.734, 0.305], [-0.105, -0.307, -0.450], [0.513, 0.284, -1.696], [-0.054, 0.091, 0.334], [0.235, 1.191, -0.513], [0.080, -0.621, 0.493], [1.938, 0.384, -1.425], [0.131, 1.254, -1.218], [-1.416, 0.406, 0.488], [-1.118, -1.952, 0.356], [0.104, 0.209, -0.291], [0.043, -0.577, 0.979], [-1.103, -0.495, 0.276], [-0.177, 1.379, 0.243], [-0.265, -0.981, 0.067], [0.581, -0.333, 0.702], [0.017, -0.116, -0.123], [0.968, 0.142, -0.153], [-0.039, -0.686, 0.093], [0.179, 0.080, 0.117], [-0.202, 0.681, -0.020], [-2.408, -0.355, -0.621], [0.999, 0.912, -0.019], [-0.936, 0.323, -0.535], [1.544, 1.650, 1.115], [-0.248, -0.619, -0.326], [0.277, -0.760, 0.662], [0.717, -0.245, 0.093], [0.241, -0.648, 0.054], [0.473, 0.108, 0.898], [0.909, -0.361, 0.593], [-0.649, 0.051, -0.114], [-0.938, -0.009, -1.083], [0.180, -0.217, -0.555], [0.264, -0.356, 0.252], [-0.358, -0.216, 0.145], [0.123, 0.953, 0.421], [-0.096, -0.178, -0.720], [-0.219, 0.176, -0.998], [1.192, -0.231, 0.684], [-1.463, 2.020, 0.714], [-0.861, -2.097, 2.084], [0.133, 2.291, -1.523], [-0.239, -0.257, -0.254], [-0.533, 0.148, -0.272], [-0.453, -0.217, 0.425], [0.745, -0.056, 0.219], [-0.135, -0.074, 0.063], [1.047, -0.687, -0.044], [0.412, -0.196, -1.066], [-0.281, 0.365, -0.035], [0.058, -1.163, -0.131], [0.635, -0.076, 0.013], [0.029, -0.199, 0.289], [-0.047, 0.228, -0.259], [-0.242, 0.399, 0.742], [0.896, -0.904, 0.131], [-1.246, 0.204, 1.942], [0.397, 0.097, 0.329], [-1.186, -0.763, -2.434], [-1.480, 0.066, -2.925], [-0.687, 0.151, 0.100], [-0.237, 0.084, -0.748], [0.422, -0.369, -0.172], [0.049, -0.316, 0.208], [0.513, 0.661, -1.633], [0.177, -0.137, 0.276], [1.359, 0.294, 1.747], [0.672, 0.529, -0.051], [-1.237, 0.099, 0.964], [-0.108, 0.038, 0.089], [1.891, -0.222, 1.340], [-1.144, -1.435, 2.064], [-0.557, -1.429, -0.091], [0.582, 0.330, 1.619], [-1.045, -0.152, 1.117], [-0.793, -0.388, -0.504], [0.624, 1.230, -1.611], [0.443, -0.300, -0.224], [0.072, 0.381, -0.324], [0.611, 1.392, -0.928], [-0.632, -0.054, -0.750], [0.037, -0.112, -0.504], [0.882, -0.454, -0.049], [0.553, 0.078, 0.538], [0.263, 0.142, -0.586], [-0.349, 0.326, -0.523], [0.025, 0.717, -0.419], [0.471, -0.183, 1.029], [-1.442, 0.130, 0.154], [-0.977, -0.422, -0.701], [1.917, -0.044, -0.328], [-2.555, -0.456, -1.236], [1.927, 0.163, -0.089], [-0.228, 0.025, 1.170], [1.721, 0.148, 1.213], [0.613, -0.314, -0.479], [-0.589, -0.021, -0.478], [-0.960, -0.262, 0.060], [0.012, 1.011, 0.352], [-0.024, -0.260, 0.079], [0.016, -0.306, -0.134], [-0.512, 0.105, 0.473], [-0.217, -0.525, 0.327], [0.378, 0.304, -0.401], [0.932, 0.547, -0.018], [-0.137, 0.033, 0.455], [1.270, 0.432, 0.625], [-0.217, 1.590, -0.120], [-0.037, 0.625, -1.393], [-1.851, -0.238, 1.527], [-0.600, -1.357, -0.344], [0.602, -1.164, 1.311], [-0.619, 0.464, -1.352], [-0.735, 1.334, 0.008], [0.311, -0.005, -0.057], [0.324, -1.414, -0.086], [-0.478, 0.946, -0.155], [-0.055, -0.776, -0.130], [-0.440, -0.721, -0.061], [0.741, -0.917, -0.227], [0.755, -0.322, 0.789], [0.129, 0.944, -0.662], [0.240, 0.009, -0.556], [0.220, 1.410, 0.579], [-0.196, 0.603, -0.205], [-0.166, -0.049, -0.297], [0.783, -0.163, -0.419], [-0.104, -0.007, 1.002], [0.052, -1.060, -0.014], [-0.846, 1.086, -1.023], [-0.086, 0.020, -0.178], [-0.468, -1.852, -0.017], [1.486, 1.665, 0.438], [-1.267, -0.814, 1.154], [0.484, -0.616, -1.552], [-0.051, -0.715, -2.782], [-1.605, 1.264, 0.917], [-0.159, 0.691, -0.083], [0.221, -0.435, 0.204], [0.118, 0.208, 0.231], [0.737, -0.583, 0.494], [-0.745, 0.928, 0.208], [0.155, -0.246, 0.708], [-0.112, -0.349, -0.103], [-0.025, 0.424, -0.266], [0.628, -0.665, -1.131], [-0.403, 0.220, -0.015], [0.843, 0.628, 1.278], [0.400, 0.651, 1.059], [-0.002, 0.294, -0.048], [0.404, -0.516, -0.218], [-0.232, -1.888, 0.669], [0.730, 0.537, 0.037], [-1.470, -0.143, -0.111], [0.669, 1.265, 1.399], [0.139, -0.822, 1.318], [1.542, 1.004, -2.603], [-0.931, 1.143, -0.595], [-0.158, -1.472, 0.880], [1.171, 0.233, 0.780], [0.045, 0.222, 0.204], [-0.369, 0.091, -1.395], [0.580, -0.750, 0.157], [0.066, -0.140, -0.177], [0.344, 0.212, -1.139], [0.072, 0.521, 0.060], [-0.436, 0.133, -0.011], [0.104, -0.254, 0.369], [-0.465, -0.828, 0.578], [0.023, -0.450, -0.246], [-0.204, -0.251, -0.577], [-0.951, 0.699, -0.255], [-0.505, -0.495, -0.313], [0.607, -0.057, 0.517], [-0.115, -0.142, 0.942], [0.076, 0.942, 0.231], [-0.050, -0.528, 0.001]],
  "mulliken_charge": [-1.1786, 0.3120, -1.1798, 0.8265, -1.1747, -0.6219, 1.0344, 0.4798, -0.4132, 0.4027, 0.3171, 0.2605, 0.3122, 0.1342, 0.2526, 0.1726, 0.2234, -0.3810, -0.4757, -0.6856, 0.8641, -1.2958, -0.7651, 0.3731, 0.2622, -0.0222, 0.2594, 0.4536, -0.0402, 0.3659, 0.1936, 0.3557, 0.2770, 0.2938, -0.5996, -0.5128, 0.1373, 0.1364, 0.2357, -0.5860, 0.1683, 0.2739, 0.2881, 0.6936, -0.5416, 0.2887, -0.5035, 0.2442, -0.2944, 0.2706, 0.2627, -0.3054, -0.2698, -1.2719, 2.5413, 0.2911, -0.6975, 0.4735, 0.0933, -0.0259, 0.2670, 0.4006, -1.4190, -0.3035, -0.5908, 0.2850, 0.2122, 0.3061, -0.7392, -0.0554, -0.4302, 1.1221, -0.1143, -0.3658, 0.2959, 0.3407, 0.0243, 0.3558, -0.2000, -0.3933, 0.5138, -0.3181, -0.5086, 0.2816, 0.2733, -0.8468, -0.3906, -0.4236, 0.2870, 0.3049, 0.0818, 0.3935, 0.2965, 0.2823, 0.2223, 0.3644, 0.0026, -0.3927, 0.2715, -0.1068, -0.6301, 0.2299, -1.0151, 0.2613, -1.5906, 2.5304, -1.5899, -0.3929, 0.3246, 0.2944, 0.2337, 0.4732, 0.5650, -1.3330, 0.6937, -0.0964, 0.2526, 0.0325, 0.4090, 0.9098, 1.0755, 0.0611, 1.9760, -1.1829, -0.0211, 0.4298, -0.1561, -1.7353, -0.4285, 0.3235, -1.3711, -0.5692, -0.0970, 0.4330, 0.3498, 0.0500, -0.8975, -0.1076, -1.0819, 0.8421, -1.7562, 0.0696, 0.1973, 0.3170, 0.3995, 0.2854, 0.5121, 0.1054, 0.4912, 0.3079, 0.4063, -0.0840, -0.0787, -0.5207, -0.4085, -0.7638, -0.0391, 0.3709, -0.1386, 0.1541, -0.4712, -0.5182, 0.2541, 0.0984, 0.3328, 0.3090, 0.3784, -0.0647, 0.2514, -0.2154, 0.5116, -0.6656, -0.1329, 0.5311, 0.2938, 0.0434, 0.3402, -0.7657, -0.3389, -0.2778, -0.5152, 0.2768, -0.7567, 0.1567, 0.4425, -0.6567, 0.2621, 0.2610, 0.3434, 0.2155, 0.2776, 0.1334, 0.3732, -0.3439, 0.5420, -0.4935, 0.2897, -0.0482, 0.6443, -0.1367, 0.0334, -0.8241, -0.1098, -1.0014, -0.6453, 0.8349, -1.4235, 1.5391, -0.4874, -0.4086, 0.2042, 0.3275, 0.2973, 0.3753, 0.4946, 0.1763, 0.1878, -0.0455, 0.3570, 0.2953, 0.4704, -1.0753, 0.3968, 0.1313, -0.1122],
  "largest_force_ev_per_a": 3.48,
  "homo_ev": -8.6,
  "lumo_energy_ev": 0.5,
  "homo_lumo_gap_ha": 0.3351,
  "smiles": "COC[C@H](C)N.COC[C@H](C)N.COC[C@H](C)N.COC[C@H](C)N.COC[C@H](C)N.COC[C@H](C)N.COC[C@H](C)N.COC[C@H](C)N.COC[C@H](C)N.COCCNCCOC.COCCNCCOC.COCCNCCOC",
  "relative_energy_kcal_mol": 123.3,
  "total_charge": 0,
  "total_energy_ha": -3929.037136
}